No. 1
The following is a quantum chemistry calculation of the molecule CHBrCl2S at a distorted geometry, from the OMol25 dataset.

Total charge: 0
E_tot (hartree): -3931.15348
HOMO-LUMO gap (alpha / beta) (eV): 7.87 / 7.25
Highest occupied orbital energy (alpha / beta) (eV): -9.37 / -9.15
Relative energy (zero: lowest compared OMol25 entry of this formula, charge and spin) (kJ/mol): 290.22

Last column: Löwdin charge in e.
Cartesian coordinates (Å):
C 1.730 -2.469 1.842  -1.5291
Cl 0.722 -3.734 1.262  0.5307
H -0.139 -0.121 -0.265  -0.2197
S 0.999 0.669 -0.508  0.2173
Br 1.326 -1.871 3.582  0.6352
Cl 1.997 -1.225 0.607  0.3656

---

No. 2
The following is a quantum chemistry calculation of a structure of composition C3H2KLiO3 at a distorted geometry, from the OMol25 dataset.

Total charge: +1
E_tot (hartree): -948.50298
<S²>: 0.75
HOMO-LUMO gap (alpha / beta) (eV): 7.16 / 8.65
2S+1: 2
Highest occupied orbital energy (alpha / beta) (eV): -10.76 / -12.57
Relative energy (zero: lowest compared OMol25 entry of this formula, charge and spin) (kJ/mol): 0.00

Last column: Löwdin charge in e.
Cartesian coordinates (Å):
H 2.317 -1.506 -0.572  0.0811
K -2.387 2.018 3.829  0.9471
O -1.481 0.986 0.777  -0.2245
O 0.016 0.439 -1.799  0.0212
H 1.720 -1.980 -2.313  0.0940
C 0.753 -0.403 -1.380  -0.2347
C -0.709 0.166 1.345  -0.4779
Li -1.386 1.567 -1.016  0.7972
O -0.473 0.092 2.537  -0.0589
C 1.630 -1.380 -1.408  0.0553

---

No. 3
The following is a quantum chemistry calculation of the molecule C26H31NO7S, from the OMol25 dataset.

Total charge: 0
E_tot (hartree): -1988.99822
HOMO-LUMO gap (eV): 7.54
Highest occupied orbital energy (eV): -7.38
Relative energy (zero: lowest compared OMol25 entry of this formula, charge and spin) (kJ/mol): 2.89

Last column: Löwdin charge in e.
Cartesian coordinates (Å):
C 3.884 -1.407 -0.490  -0.3301
C 5.175 0.416 0.067  -0.4897
H -2.678 0.618 -0.899  0.1101
H -1.457 1.241 -1.999  0.1385
C 8.731 1.454 -0.320  -0.1771
C -3.318 -2.089 0.207  -0.0745
O 3.042 0.212 -2.028  0.1188
S 6.702 2.592 0.768  1.0888
H -0.110 -1.458 2.447  0.1341
C 3.945 -2.628 -1.413  0.0438
C -0.929 -0.271 0.916  -0.1840
H -6.239 1.647 -1.535  0.0873
H -1.188 3.250 -0.753  0.1226
C -5.532 2.573 0.281  -0.4478
O -1.398 -3.416 -0.034  -0.0312
H -2.335 -2.319 2.100  0.1124
O -4.190 2.142 0.117  -0.1672
H 8.978 3.423 0.608  0.0610
H -5.528 3.583 0.726  0.1436
H -2.111 0.092 2.630  0.1318
C -0.188 -3.839 -0.651  -0.0279
H 9.731 1.264 -0.667  0.1013
H 2.995 -3.157 -1.390  0.0912
H 4.738 -3.287 -1.069  0.1000
C 0.073 -0.976 1.498  0.0448
C 1.541 -0.438 -0.333  -0.0531
H -0.001 -3.245 -1.548  0.0914
H -2.938 0.517 1.136  0.0875
H -7.338 2.856 -0.858  0.0814
C -2.082 -2.422 -0.601  -0.5098
C -1.894 2.544 -0.317  -0.1176
C -1.729 1.151 -0.946  -0.1323
H -3.901 -1.346 -0.339  0.1206
C -2.970 -1.580 1.609  -0.1599
H -7.195 1.898 1.476  0.0808
C 1.373 -1.123 0.919  -0.1626
C -6.295 2.616 -1.044  -0.0418
C 2.824 -0.447 -1.031  -0.3058
H 0.623 -3.705 0.066  0.0847
H -1.697 2.485 0.754  0.1226
H -0.288 -4.893 -0.911  0.0973
H -3.908 -3.002 0.299  0.1292
C 6.490 1.040 0.040  -0.4206
C -6.179 1.591 1.253  -0.0395
C -2.273 -0.212 1.592  -0.1065
H -3.433 4.052 -0.086  0.1315
O 4.197 0.898 0.601  0.1212
O 4.658 -2.386 1.538  0.0834
C 2.383 -1.825 1.512  0.0151
H 0.658 0.809 -1.786  0.1524
H 2.240 -2.268 2.487  0.1197
N -0.707 0.374 -0.283  -0.0249
O 5.157 -0.753 -0.573  0.0784
C 0.509 0.284 -0.854  0.0533
H -3.543 3.112 -1.597  0.1268
H 7.724 -0.389 -0.987  0.1212
C 3.693 -1.911 0.961  -0.3695
C -3.320 3.049 -0.522  -0.2132
O -1.768 -1.875 -1.627  0.1074
H -3.893 -1.488 2.184  0.1148
C 7.658 0.564 -0.495  -0.0891
H -5.608 1.553 2.177  0.0795
H -6.196 0.597 0.813  0.0794
H -5.883 3.370 -1.710  0.0714
C 8.362 2.586 0.343  -0.4035
H 4.158 -2.300 -2.428  0.0985

---

No. 4
The following is a quantum chemistry calculation of a structure of composition C26H30N4O6S at a distorted geometry, from the OMol25 dataset.

Total charge: 0
E_tot (hartree): -2076.36439
HOMO-LUMO gap (eV): 6.05
Highest occupied orbital energy (eV): -7.33
Relative energy (zero: lowest compared OMol25 entry of this formula, charge and spin) (kJ/mol): 3085.51

Last column: Löwdin charge in e.
Cartesian coordinates (Å):
C -2.699 2.810 -1.600  -0.0751
H -3.437 4.414 0.650  0.1614
H 5.896 -1.589 -1.069  0.0843
C 1.535 0.235 1.426  -0.0652
C -4.473 -1.627 -0.471  -0.0285
C -3.596 0.444 -0.879  0.0760
H 3.421 -1.025 -1.588  0.1520
C 5.623 -0.751 -1.639  -0.0655
H 2.961 1.105 -1.117  0.1282
H -2.947 3.685 -1.679  0.0005
H 3.364 2.511 -2.345  0.1599
H -1.463 -2.002 -1.397  0.0456
H 4.335 -2.537 1.136  0.2027
C -3.462 3.291 1.003  -0.1996
H 2.048 -3.309 1.381  0.1930
N 5.693 0.512 -0.658  -0.2021
H -5.347 -2.189 -0.078  0.1310
H -2.119 2.102 -2.503  0.1818
C -2.174 -1.522 -1.227  -0.1664
C -0.960 0.703 1.675  -0.0831
O 0.764 2.624 1.438  -0.1726
C 3.763 1.533 -1.875  -0.1745
N -3.773 2.106 -1.046  -0.1317
C 0.440 1.092 1.501  -0.0457
C 3.709 -0.308 1.352  -0.2276
O -2.846 -3.625 -0.566  -0.1378
O -2.948 1.187 2.617  0.1952
C -4.000 -4.456 -0.073  -0.0742
O 5.680 1.332 1.516  -0.2441
H -3.635 -5.566 -0.109  0.1116
H -5.504 0.110 -0.240  0.0658
C -0.541 -2.832 1.578  -0.0578
C -2.207 1.587 1.853  -0.3025
H 4.912 2.480 -0.136  0.2049
C 1.072 -1.162 1.366  -0.1741
C -1.044 -0.472 1.622  -0.1461
C -4.366 2.567 0.048  -0.2802
H 5.753 2.056 -1.907  0.1219
H -0.014 -3.371 2.449  0.1150
H -0.715 2.033 -0.531  0.1493
H -5.056 2.040 0.711  0.1191
C -3.102 -2.182 -0.718  -0.1961
H 2.954 1.606 1.453  0.0540
C 2.025 -2.014 1.486  -0.0170
H -0.939 3.830 -0.077  0.1135
N -2.268 2.666 0.772  -0.1084
H -4.357 -4.289 0.889  0.0446
H -5.160 3.291 -0.647  0.1811
N -0.225 -1.483 1.727  -0.0535
S 5.516 0.096 1.008  0.5238
O 6.314 -0.898 1.156  -0.1890
O 3.852 0.472 -2.584  -0.0887
H -1.768 -2.930 1.914  0.1820
H -4.874 -4.516 -0.813  0.1027
H -1.479 0.430 -1.784  0.1210
C -1.538 2.943 -0.315  -0.1301
H -0.327 -3.391 0.691  0.0831
C 5.214 1.631 -1.046  -0.2673
H 6.547 -0.485 -2.407  0.1811
H 4.320 -1.486 -3.253  0.1990
C 3.447 -1.595 1.242  -0.0665
C -2.339 -0.300 -1.470  0.0111
C -4.677 -0.405 -0.313  -0.0689
C 2.789 0.761 1.073  0.0482
H -3.900 3.456 1.939  0.1086
H -1.976 -0.863 1.717  0.1258
C 4.307 -0.562 -2.230  -0.4391

---

No. 5
The following is a quantum chemistry calculation of the molecule C6H9N, from the OMol25 dataset.

Total charge: 0
E_tot (hartree): -288.77892
HOMO-LUMO gap (eV): 8.82
Highest occupied orbital energy (eV): -7.77
Relative energy (zero: lowest compared OMol25 entry of this formula, charge and spin) (kJ/mol): 8.20

Last column: Löwdin charge in e.
Cartesian coordinates (Å):
H 1.336 2.171 -0.456  0.1468
C 1.486 -0.965 0.052  -0.0647
H -1.891 1.463 0.762  0.0792
H -0.637 -2.719 0.299  0.0715
H 1.959 -1.935 0.155  0.0986
C 2.123 0.225 -0.193  -0.1352
H -1.859 -1.577 -0.279  0.0730
C 0.085 -0.704 0.119  -0.2633
H -2.012 1.080 -0.956  0.0785
C -1.008 -1.694 0.404  -0.0556
H 3.172 0.462 -0.310  0.1032
C -1.337 1.465 -0.183  -0.0302
H -1.395 -1.591 1.426  0.0769
N 1.159 1.196 -0.281  0.0414
H -1.113 2.507 -0.436  0.0719
C -0.085 0.645 -0.101  -0.2921